# 1
An isolated molecule of C4H3N3O at a distorted geometry. Source: the OMol25 dataset; level of theory: wB97M-V/def2-TZVPD.

Geometry as XYZ:
```
11
Properties=species:S:1:pos:R:3
O 2.0943 0.1293 0.9349
C 1.2904 0.1689 0.0561
C 0.5466 1.4047 -0.4599
N -0.8018 1.4243 -0.4279
N -1.2391 0.6979 0.7361
C -1.2578 -0.5490 0.5822
C -0.4305 -1.1251 -0.4519
N 0.9401 -0.9940 -0.6695
H 1.3396 2.0635 -0.8435
H -1.5296 -1.3078 1.4832
H -0.9521 -1.9128 -0.9397
```

Values from the calculation:
total energy = -393.56464 a.u.
lowest unoccupied orbital energy = -0.052 Eh
energy above the lowest of the compared OMol25 structures with the same formula, charge and spin = 406.35 kJ/mol
SMILES string = O=c1cnnccn1
HOMO-LUMO gap = 0.3186 Eh
F_max = 0.1277 Eh/bohr


# 2
A cluster of 2 separate species, C4H3N3O in total at a distorted geometry. Source: the OMol25 dataset; level of theory: wB97M-V/def2-TZVPD.

Geometry as XYZ:
```
11
Properties=species:S:1:pos:R:3
C 2.3424 -0.7457 -0.1186
C -1.2919 -0.1213 -0.3844
C -1.7520 1.1262 -0.1749
C 0.0961 -0.0434 0.1600
N 3.4665 -0.6930 -0.4355
N 0.3088 1.1737 0.5444
N 1.0757 -1.0148 0.0471
O -0.7406 1.9238 0.3008
H -1.9065 -0.9370 -0.8233
H -2.6446 1.5199 -0.5645
H 1.0460 -2.1885 1.4489
```

Values from the calculation:
total energy = -393.51024 a.u.
lowest unoccupied orbital energy (alpha / beta) = -0.057 / -0.095 Eh
energy above the lowest of the compared OMol25 structures with the same formula, charge and spin = 549.17 kJ/mol
HOMO-LUMO gap (alpha / beta) = 0.3123 / 0.2714 Eh
F_max = 0.0644 Eh/bohr


# 3
An isolated molecule of C4H3N3O at a distorted geometry. Source: the OMol25 dataset; level of theory: wB97M-V/def2-TZVPD.

Geometry as XYZ:
```
11
Properties=species:S:1:pos:R:3
C -2.0555 0.0943 0.0710
C -1.2804 1.2147 0.0300
C 0.0647 0.6709 -0.0258
N 1.3867 1.1106 -0.1105
N 2.1882 0.1635 0.1178
O 1.2810 -1.2066 0.0084
C 0.0126 -0.6648 -0.0214
N -1.3148 -1.0449 -0.1299
H -3.0909 -0.0110 0.0686
H -1.7124 2.1926 0.1004
H -1.7136 -2.0236 0.2988
```

Values from the calculation:
total energy = -393.61666 a.u.
lowest unoccupied orbital energy = 0.017 Eh
energy above the lowest of the compared OMol25 structures with the same formula, charge and spin = 269.76 kJ/mol
SMILES string = c1cc2nnoc2[nH]1
HOMO-LUMO gap = 0.3425 Eh
F_max = 0.1021 Eh/bohr


# 4
A cluster of 2 separate species, C4H3N3O in total at a distorted geometry. Source: the OMol25 dataset; level of theory: wB97M-V/def2-TZVPD.

Geometry as XYZ:
```
11
Properties=species:S:1:pos:R:3
C -3.6347 -0.0597 -0.2316
C -0.0218 2.1971 -0.0663
C -1.4901 0.6653 -0.2649
C -0.2725 0.0326 -0.0586
N -4.7040 -0.0821 0.1857
N -1.3326 1.9872 -0.2249
N 0.1395 -1.2997 -0.0758
O 0.6333 1.0202 0.0077
H 0.4726 3.0570 -0.1602
H -0.7204 -1.7933 -0.2584
H 0.4921 -1.7120 0.8792
```

Values from the calculation:
total energy = -393.55010 a.u.
lowest unoccupied orbital energy = -0.060 Eh
energy above the lowest of the compared OMol25 structures with the same formula, charge and spin = 444.53 kJ/mol
HOMO-LUMO gap = 0.2924 Eh
F_max = 0.1283 Eh/bohr


# 5
An isolated molecule of C4H3N3O at a distorted geometry. Source: the OMol25 dataset; level of theory: wB97M-V/def2-TZVPD.

Geometry as XYZ:
```
11
Properties=species:S:1:pos:R:3
O -1.0861 -0.4126 -1.7562
C -0.2385 -0.5608 -0.8908
C 0.7833 0.4076 -1.0347
N 1.1908 1.3847 -0.1982
C 0.5811 1.2345 1.1118
C -0.1313 0.2969 1.5126
N -0.6299 -1.0356 1.2135
N -0.3401 -1.4609 0.0662
H 1.1107 0.1453 -2.1965
H 0.8329 2.0493 2.0331
H -0.7681 0.6195 2.4490
```

Values from the calculation:
total energy = -393.51986 a.u.
lowest unoccupied orbital energy = -0.044 Eh
energy above the lowest of the compared OMol25 structures with the same formula, charge and spin = 523.90 kJ/mol
SMILES string = O=c1cnccnn1
HOMO-LUMO gap = 0.3303 Eh
F_max = 0.2212 Eh/bohr


# 6
An isolated molecule of C4H3N3O at a distorted geometry. Source: the OMol25 dataset; level of theory: wB97M-V/def2-TZVPD.

Geometry as XYZ:
```
11
Properties=species:S:1:pos:R:3
O -0.0211 2.2091 1.6210
C -0.3928 1.1740 1.0581
N -0.8226 1.0765 -0.2730
C -0.4242 0.4832 -1.3150
C 0.6788 -0.4223 -1.1052
N 0.8317 -1.1578 -0.0665
C 0.0890 -1.1168 1.1241
N -0.4253 -0.1181 1.6590
H -0.9229 0.4925 -2.2111
H 1.3842 -0.5504 -1.9170
H 0.0253 -2.0699 1.4255
```

Values from the calculation:
total energy = -393.65423 a.u.
lowest unoccupied orbital energy = -0.034 Eh
energy above the lowest of the compared OMol25 structures with the same formula, charge and spin = 171.14 kJ/mol
SMILES string = O=c1nccncn1
HOMO-LUMO gap = 0.3217 Eh
F_max = 0.0894 Eh/bohr